[1]
{"formula": "C21H21N3O3", "method": "ωB97M-V/def2-TZVPD", "total_energy_ha": -1202.70053, "de_lowest_kcal_mol": 141.8, "homo_ev": -7.65, "spin_multiplicity": 1, "smiles": "O=[N+]([O-])c1ccccc1-c1ccc(CN2CCN(c3ccccc3)CC2)o1", "orbital_gap_ev": 7.24, "elements": ["O", "N", "O", "C", "C", "C", "C", "C", "C", "C", "C", "C", "C", "O", "C", "N", "C", "C", "N", "C", "C", "C", "C", "C", "C", "H", "H", "H", "H", "H", "C", "C", "H", "H", "H", "H", "H", "H", "H", "H", "H", "H", "H", "H", "H", "H", "H", "H"], "xyz": [[2.36772, 2.39535, -4.47722], [1.55839, 1.52231, -4.24512], [1.68323, 0.35995, -4.56360], [0.33309, 1.91660, -3.59770], [-0.22386, 3.12036, -4.01227], [-1.46214, 3.51190, -3.54340], [-2.14592, 2.69020, -2.65810], [-1.57774, 1.51271, -2.21702], [-0.31666, 1.10064, -2.66078], [0.27221, -0.08924, -2.08015], [1.57059, -0.46071, -1.82687], [1.50540, -1.68553, -1.13402], [0.17722, -1.99171, -1.01034], [-0.57032, -1.01860, -1.56335], [-0.52514, -3.11948, -0.32117], [-0.78231, -2.88514, 1.09206], [-1.62940, -1.73239, 1.34064], [-2.00505, -1.72372, 2.82623], [-0.83736, -1.67192, 3.67577], [-0.27460, -0.45432, 4.04041], [-0.73008, 0.77302, 3.54889], [-0.18766, 1.96466, 3.99312], [0.82563, 1.97616, 4.93367], [1.28136, 0.76909, 5.43784], [0.74000, -0.42349, 5.00585], [1.09481, -1.34488, 5.44203], [2.06241, 0.75599, 6.18445], [1.25039, 2.90855, 5.27264], [-0.55966, 2.89526, 3.58816], [-1.51055, 0.81414, 2.80502], [0.01999, -2.80142, 3.38702], [0.41724, -2.81367, 1.90468], [1.03149, -3.69222, 1.69609], [1.01225, -1.90823, 1.68829], [0.91847, -2.77131, 3.99958], [-0.53428, -3.71741, 3.61456], [-2.67536, -0.89673, 3.05823], [-2.52552, -2.66066, 3.05243], [-2.52962, -1.82233, 0.72828], [-1.12131, -0.78646, 1.08497], [0.07564, -4.02802, -0.40420], [-1.49069, -3.28544, -0.80711], [2.33294, -2.26862, -0.78522], [2.46284, 0.07183, -2.08394], [-2.09872, 0.89006, -1.50623], [-3.12261, 2.97875, -2.30027], [-1.89624, 4.44206, -3.87405], [0.32205, 3.72419, -4.72161]], "lowdin_charge": [0.0892, -0.3595, 0.0987, -0.0971, 0.0033, -0.0648, -0.0605, -0.0019, -0.0655, -0.2121, 0.0086, -0.0001, -0.2505, 0.0806, -0.1119, -0.1604, -0.1656, -0.1493, -0.1012, -0.2293, -0.0352, -0.0944, -0.1106, -0.0942, -0.0316, 0.1024, 0.1014, 0.0958, 0.1014, 0.0939, -0.1421, -0.1640, 0.1254, 0.1284, 0.1069, 0.1266, 0.1170, 0.1263, 0.1286, 0.1215, 0.1298, 0.1310, 0.1143, 0.1169, 0.1174, 0.1082, 0.1067, 0.1219]}



[2]
{"formula": "C21H21N3O4", "method": "ωB97M-V/def2-TZVPD", "total_energy_ha": -1278.02943, "de_lowest_kcal_mol": 85.9, "homo_ev": -8.16, "spin_multiplicity": 1, "smiles": "CCc1cccc2nc(-c3cccnc3N3CCC(C(=O)O)CC3)oc(=O)c12", "orbital_gap_ev": 8.04, "elements": ["O", "O", "N", "N", "O", "O", "C", "C", "C", "C", "C", "C", "C", "C", "C", "C", "C", "C", "C", "C", "N", "C", "C", "C", "C", "C", "C", "C", "H", "H", "H", "H", "H", "H", "H", "H", "H", "H", "H", "H", "H", "H", "H", "H", "H", "H", "H", "H", "H"], "xyz": [[-0.26820, -1.06166, 2.49599], [5.03499, 2.54198, -2.05668], [-2.39567, -0.85116, -0.82473], [-0.49573, 3.53057, -1.75087], [5.84101, 1.35112, -0.33049], [-1.30164, 0.27239, 0.96821], [-1.11789, -0.94196, 1.65276], [4.83719, 1.98318, -1.01252], [-1.83500, 0.21919, -0.34276], [-1.66966, 3.85840, -2.44169], [-0.61150, 2.30722, -1.07259], [-2.81559, 3.07154, -2.54561], [-3.51548, -4.24449, 0.15800], [-3.33651, -3.04110, -0.51762], [-2.83055, 1.77880, -1.90621], [-2.70030, -4.46599, 1.25780], [-2.47545, -1.99471, -0.03219], [-1.76172, 1.46617, -1.13773], [-1.81503, -2.22275, 1.17175], [-1.84916, -3.43436, 1.84026], [0.57434, 1.93013, -0.44203], [0.44130, -3.81454, 2.91203], [-1.06665, -3.72965, 3.08506], [1.27958, 0.67575, -0.51579], [1.38848, 2.96340, 0.22178], [2.49770, 0.87350, -1.32312], [2.72463, 3.24426, -0.48444], [3.41484, 1.85232, -0.49028], [6.62993, 1.64234, -0.86534], [-1.66351, 4.82267, -2.99642], [-3.65427, 3.55853, -2.99054], [-4.19400, -5.02387, -0.18051], [-3.93716, -2.70986, -1.39945], [-3.80150, 1.15148, -1.97616], [-2.85821, -5.38505, 1.78647], [0.80225, -2.98829, 2.29530], [0.88898, -3.78862, 3.91971], [0.72687, -4.69785, 2.51407], [-1.27426, -2.99402, 3.88278], [-1.36740, -4.74785, 3.46574], [0.66840, 0.12300, -1.20906], [1.52521, 0.23516, 0.41308], [1.55395, 2.62068, 1.18653], [0.87810, 3.91551, 0.24747], [3.12843, 0.00805, -1.46391], [2.38941, 1.21366, -2.33970], [3.23214, 3.96224, 0.14670], [2.56759, 3.71260, -1.47258], [3.58676, 1.25197, 0.49953]], "lowdin_charge": [0.1152, 0.1056, 0.1796, 0.1335, 0.0855, 0.1091, -0.3137, -0.5037, -0.2208, -0.1228, -0.1830, -0.0710, -0.0763, -0.0104, -0.0071, -0.0176, -0.2046, -0.1124, -0.0335, -0.1378, -0.0693, -0.0890, -0.2050, -0.1656, -0.1460, -0.1202, -0.1032, -0.2117, 0.1424, 0.1091, 0.0841, 0.1080, 0.1188, 0.1535, 0.0977, 0.0697, 0.0914, 0.0309, 0.1199, 0.1223, 0.1331, 0.1201, 0.1033, 0.1138, 0.1225, 0.1295, 0.1151, 0.1329, 0.1779]}



[3]
{"formula": "C21H21N5O4S", "method": "ωB97M-V/def2-TZVPD", "total_energy_ha": -1785.84863, "de_lowest_kcal_mol": 0.0, "homo_ev": -8.30, "spin_multiplicity": 1, "smiles": "COC(=O)c1ccccc1NC(=O)CSc1nnc(-c2cccc(NC(C)=O)c2)n1C", "orbital_gap_ev": 8.77, "elements": ["C", "H", "H", "H", "O", "C", "O", "C", "C", "C", "C", "C", "C", "N", "C", "O", "C", "H", "H", "S", "C", "N", "N", "C", "N", "C", "H", "H", "H", "C", "C", "C", "C", "C", "C", "H", "H", "H", "N", "C", "O", "C", "H", "H", "H", "H", "H", "H", "H", "H", "H", "H"], "xyz": [[-4.14199, 1.47328, 2.19102], [-4.37438, 0.86867, 3.06368], [-4.45556, 0.97032, 1.27414], [-4.63074, 2.44751, 2.25273], [-2.72843, 1.62596, 2.17924], [-2.24162, 2.36243, 1.18365], [-2.95492, 2.97478, 0.41198], [-0.76384, 2.33635, 1.12122], [-0.02645, 1.94178, 2.23518], [1.34791, 1.83615, 2.17403], [2.00370, 2.11992, 0.98562], [1.29663, 2.52318, -0.12974], [-0.09133, 2.64490, -0.07898], [-0.84918, 2.99333, -1.18883], [-0.46418, 3.05585, -2.49211], [0.68060, 3.06601, -2.88876], [-1.64847, 2.99580, -3.43714], [-2.58905, 3.30418, -2.98566], [-1.44834, 3.53854, -4.35844], [-1.78957, 1.23278, -3.95020], [-1.77326, 0.49220, -2.36401], [-2.73643, 0.53619, -1.48480], [-2.31560, -0.10225, -0.39565], [-1.09681, -0.55138, -0.61180], [-0.69519, -0.18992, -1.86832], [0.57371, -0.34479, -2.52114], [0.66987, 0.42843, -3.28445], [0.65249, -1.32166, -3.00149], [1.37562, -0.23148, -1.79240], [-0.33832, -1.28979, 0.38057], [0.68453, -2.16379, 0.02888], [1.38893, -2.84348, 1.01554], [1.06008, -2.65103, 2.35558], [0.02165, -1.80436, 2.69821], [-0.68269, -1.12668, 1.72281], [-1.50113, -0.47482, 1.97585], [-0.23913, -1.67512, 3.73769], [1.60939, -3.17680, 3.12431], [2.42290, -3.73423, 0.70990], [2.96807, -4.03423, -0.50697], [2.62648, -3.53335, -1.55349], [4.06346, -5.07454, -0.40264], [4.46102, -5.27279, -1.39350], [3.66574, -5.99777, 0.01395], [4.86558, -4.71575, 0.23909], [2.81591, -4.20817, 1.51165], [0.92778, -2.35795, -0.99919], [-1.84704, 3.06988, -0.96991], [1.80755, 2.74881, -1.05124], [3.07844, 2.03308, 0.92690], [1.90643, 1.53088, 3.04530], [-0.55080, 1.72493, 3.15214]], "lowdin_charge": [-0.0345, 0.0947, 0.0957, 0.0963, -0.0593, -0.4603, 0.0885, -0.0689, -0.0297, -0.0771, -0.0609, -0.0029, -0.1490, 0.1469, -0.5453, 0.0574, -0.3225, 0.0844, 0.0844, 0.9847, -0.6439, 0.0489, 0.0923, -0.2407, -0.0198, -0.0230, 0.0661, 0.1031, 0.1014, -0.1229, 0.0455, -0.2084, -0.0246, -0.0649, -0.0319, 0.0958, 0.1081, 0.1086, 0.1161, -0.5102, 0.0668, 0.0002, 0.0841, 0.0839, 0.0834, 0.1415, 0.0847, 0.1030, 0.1029, 0.1069, 0.1035, 0.1209]}



[4]
{"formula": "C21H22B2F4N7O6Re", "method": "ωB97M-V/def2-TZVPD", "total_energy_ha": -2174.77202, "de_lowest_kcal_mol": 6.9, "charge": 3, "homo_ev": [-17.03, -17.03], "spin_multiplicity": 2, "s2": 0.76, "orbital_gap_ev": [5.88, 5.82], "elements": ["Re", "C", "C", "N", "O", "B", "F", "F", "O", "N", "C", "C", "C", "N", "O", "B", "F", "F", "O", "N", "C", "C", "C", "H", "H", "H", "H", "H", "H", "H", "H", "H", "H", "H", "H", "O", "C", "C", "C", "C", "C", "C", "C", "O", "N", "N", "C", "C", "C", "C", "C", "C", "N", "H", "H", "H", "H", "H", "H", "H", "H", "H", "H"], "xyz": [[-0.03299, 0.09196, 0.30810], [3.99342, 2.01074, -0.02683], [2.81109, 1.17649, 0.29294], [1.59380, 1.45850, -0.02367], [1.39603, 2.60531, -0.69634], [0.03314, 2.67717, -1.23252], [-0.18916, 1.25232, -1.69044], [-0.14752, 3.54309, -2.20819], [-0.94134, 2.86516, -0.12641], [-0.73153, 1.95806, 0.84294], [-1.09237, 2.23787, 2.05561], [-1.64265, 3.54290, 2.49118], [-0.92355, 1.08539, 2.94028], [-0.51385, 0.04184, 2.28600], [-0.39938, -1.11504, 3.00408], [0.58795, -2.04258, 2.68288], [-0.46548, -1.76790, 0.41993], [0.52122, -3.19306, 3.27322], [1.69285, -1.79544, 1.88609], [1.73336, -0.60593, 1.20824], [2.89654, -0.07870, 1.04867], [4.17401, -0.61582, 1.56440], [-1.20537, 1.11959, 4.39478], [3.70443, 2.94848, -0.48854], [4.64903, 1.46388, -0.70954], [4.56366, 2.21085, 0.88222], [-1.64246, 4.25817, 1.67505], [-1.04543, 3.93362, 3.31816], [-2.66328, 3.41805, 2.86052], [4.06241, -1.60714, 1.99014], [4.56695, 0.06004, 2.32940], [4.90776, -0.63376, 0.75590], [-2.04477, 1.78290, 4.59822], [-0.33460, 1.52990, 4.91658], [-1.41048, 0.12954, 4.79112], [1.02378, -4.16748, -4.39017], [1.86676, -4.20151, -3.37039], [2.71734, -5.31500, -3.36400], [3.68568, -5.44477, -2.40532], [3.85618, -4.47636, -1.38834], [3.04828, -3.38894, -1.37220], [2.00316, -3.21809, -2.33736], [1.17947, -2.09753, -2.12785], [1.34581, -1.12818, -1.39957], [-0.18825, -2.23474, -2.79312], [-0.89963, -1.30092, -2.65790], [-1.72466, -0.36841, -2.79676], [-2.64311, 0.02959, -1.71888], [-3.92863, 0.36385, -2.08964], [-4.88222, 0.58778, -1.10030], [-4.49089, 0.45164, 0.21556], [-3.15787, 0.19232, 0.49735], [-2.21370, 0.01192, -0.43272], [0.45783, -3.39038, -4.43231], [2.59874, -6.04493, -4.15258], [4.33953, -6.30721, -2.42823], [4.61354, -4.62614, -0.63249], [3.12878, -2.64025, -0.59706], [-1.70248, 0.13426, -3.76428], [-4.19543, 0.40651, -3.13771], [-5.90001, 0.84212, -1.36483], [-5.19011, 0.57112, 1.03138], [-2.83982, 0.13168, 1.52715]], "lowdin_charge": [1.8214, 0.0564, -0.1816, -0.0421, 0.1399, -1.0094, -0.0209, 0.3051, 0.1298, -0.0956, -0.1909, 0.0552, -0.1892, -0.0754, 0.1744, -0.7173, -0.3436, 0.3560, 0.1631, -0.0585, -0.1865, 0.0553, 0.0604, 0.1055, 0.1230, 0.1180, 0.1057, 0.1230, 0.1187, 0.1040, 0.1278, 0.1193, 0.1093, 0.1323, 0.1091, 0.1580, -0.2019, 0.0438, 0.0289, -0.0197, 0.0073, -0.0616, -0.2852, -0.0021, 0.2895, 0.1333, 0.0788, -0.2123, 0.0537, 0.0394, 0.0289, -0.0682, 0.0116, 0.1086, 0.1479, 0.1396, 0.1272, 0.1061, 0.1977, 0.1470, 0.1458, 0.1390, 0.1173]}



[5]
{"formula": "C21H22CeN8O6", "method": "ωB97M-V/def2-TZVPD", "total_energy_ha": -2177.27420, "de_lowest_kcal_mol": 256.5, "homo_ev": [-4.25, -5.15], "spin_multiplicity": 1, "orbital_gap_ev": [3.41, 4.32], "elements": ["Ce", "O", "C", "N", "C", "C", "C", "C", "C", "C", "N", "C", "C", "C", "C", "C", "N", "H", "H", "H", "H", "H", "H", "H", "H", "H", "H", "O", "C", "C", "O", "C", "C", "O", "C", "O", "O", "C", "N", "C", "C", "N", "N", "C", "N", "N", "H", "H", "H", "H", "H", "H", "H", "H", "H", "H", "H", "H"], "xyz": [[-0.63135, 0.12931, 0.02258], [-2.72035, 0.22621, 2.81638], [-2.44355, 0.29701, 1.61558], [-1.83175, 1.33021, 1.01318], [-0.62685, 1.72391, 1.74008], [0.31115, 2.38551, 0.75738], [0.41265, 3.77491, 0.70948], [1.28595, 4.35811, -0.20382], [2.02205, 3.54111, -1.05232], [1.85115, 2.16981, -0.94872], [1.02485, 1.57571, -0.06592], [-2.94505, -0.82499, 0.73538], [-4.28515, -1.17489, 0.88278], [-4.78065, -2.25839, 0.16238], [-3.92345, -2.96619, -0.67322], [-2.59745, -2.56639, -0.74962], [-2.08145, -1.53109, -0.06222], [-0.08385, 0.87571, 2.18038], [-0.84855, 2.40891, 2.56818], [-0.19345, 4.38121, 1.37288], [1.37755, 5.43711, -0.25502], [2.70385, 3.95841, -1.78162], [2.39125, 1.48551, -1.59392], [-4.91345, -0.60719, 1.56018], [-5.82135, -2.54679, 0.26268], [-4.27565, -3.81459, -1.24672], [-1.88795, -3.08919, -1.38262], [-0.63135, 4.66531, -4.50782], [-0.63135, 3.80481, -3.64892], [0.58655, 3.16661, -3.01182], [1.73015, 3.46291, -3.30762], [0.03415, 2.18091, -2.02772], [-1.29685, 2.18091, -2.02772], [-1.96765, 1.43931, -1.28742], [-1.84935, 3.16661, -3.01182], [-2.99285, 3.46291, -3.30762], [0.70495, 1.43931, -1.28742], [2.30975, -1.91519, 3.69728], [2.51545, -2.41109, 2.33848], [2.92205, -3.81889, 2.29778], [1.72465, -1.91059, 1.31548], [0.68015, -1.18219, 1.47748], [2.16815, -2.23389, 0.04648], [1.71625, -1.88239, -1.20182], [2.49185, -2.36849, -2.20422], [0.67565, -1.17769, -1.42782], [3.14185, -2.20239, 4.34938], [1.38335, -2.31799, 4.12098], [2.26205, -0.82099, 3.71008], [3.55655, -4.07539, 3.15338], [3.50565, -4.04329, 1.39938], [2.04195, -4.47059, 2.31708], [0.31755, -0.81959, 2.56918], [3.15225, -2.43479, 0.04418], [2.73485, -3.34269, -2.07272], [2.05865, -2.24019, -3.11012], [0.35225, -0.85429, -2.54482], [-1.88665, -1.12599, -1.23272]], "lowdin_charge": [1.0263, 0.0903, -0.5227, -0.0778, -0.1697, -0.2668, -0.0301, -0.0829, -0.0972, -0.2030, -0.0953, -0.1961, 0.0152, -0.0867, -0.0592, -0.1604, -0.1404, 0.0819, 0.1657, 0.1144, 0.1034, 0.1162, 0.1844, 0.1299, 0.0999, 0.1065, 0.1241, 0.1247, -0.2426, -0.2374, 0.0756, -0.2212, -0.2661, -0.0214, -0.2190, 0.1335, -0.1244, -0.0540, -0.1578, -0.0435, -0.3847, 0.0718, 0.1731, -0.4859, 0.1571, 0.0484, 0.0957, 0.0988, 0.0965, 0.0947, 0.0793, 0.1005, 0.2017, 0.1496, 0.1143, 0.1131, 0.2321, 0.1273]}